Entry 1:
C21H19N3O7 | ωB97M-V/def2-TZVPD

Positions of all 50 atoms, in Å:
C1 -5.76 -3.68 1.51
H1 -4.80 -4.19 1.66
H2 -6.03 -3.13 2.42
H3 -6.53 -4.42 1.29
O1 -5.72 -2.83 0.39
C2 -4.84 -1.78 0.38
C3 -3.96 -1.53 1.42
C4 -3.07 -0.47 1.39
C5 -3.05 0.35 0.28
C6 -3.91 0.12 -0.78
C7 -4.82 -0.93 -0.75
O2 -5.59 -1.02 -1.86
C8 -6.66 -1.93 -1.96
H4 -7.39 -1.78 -1.15
H5 -6.32 -2.97 -1.95
H6 -7.13 -1.71 -2.91
H7 -3.91 0.76 -1.64
N1 -2.13 1.45 0.21
C9 -2.68 2.71 0.22
O3 -3.86 2.94 0.30
N2 -1.75 3.74 0.13
C10 -0.42 3.53 0.07
C11 0.12 2.29 0.07
C12 -0.77 1.14 0.14
O4 -0.42 -0.03 0.13
C13 1.61 2.20 0.00
O5 2.28 3.22 -0.04
N3 2.09 0.93 0.00
C14 3.41 0.50 -0.05
C15 3.63 -0.87 -0.05
C16 4.92 -1.38 -0.09
C17 6.01 -0.51 -0.12
C18 5.78 0.86 -0.15
C19 4.50 1.37 -0.12
H8 4.34 2.43 -0.15
H9 6.64 1.51 -0.19
O6 7.31 -0.97 -0.12
C20 7.42 -2.32 0.25
C21 6.37 -3.16 -0.48
H10 6.45 -4.21 -0.22
O7 5.08 -2.75 -0.10
H11 6.50 -3.03 -1.56
H12 8.43 -2.63 -0.01
H13 7.27 -2.43 1.34
H14 2.81 -1.57 -0.01
H15 1.39 0.19 0.04
H16 0.23 4.40 0.02
H17 -2.13 4.68 0.14
H18 -2.40 -0.30 2.21
H19 -3.96 -2.16 2.29

Results
Calculated total energy (eV): -40888.5579
HOMO-LUMO gap (eV): 8.00
LUMO (eV): 0.3
Structure (SMILES): COc1ccc(-n2c(=O)[nH]cc(C(=O)Nc3ccc4c(c3)OCCO4)c2=O)cc1OC
Maximum force (eV/Å): 0.6
ΔE to the lowest compared entry with this formula, charge and spin (kcal per mole): 0.0


Entry 2:
C33H46BN8NdO2P | ωB97M-V/def2-TZVPD

Positions of all 92 atoms, in Å:
Nd1 0.24 -0.83 -0.16
C1 2.12 1.19 5.34
C2 0.72 1.16 4.83
C3 -0.44 1.68 5.42
C4 -1.46 1.41 4.55
C5 -2.89 1.81 4.74
N1 -0.94 0.75 3.48
N2 0.41 0.61 3.66
B1 -1.37 0.03 2.18
N3 -1.43 -1.52 2.37
N4 -0.62 -2.26 1.56
C6 -0.83 -3.55 1.85
C7 -0.08 -4.64 1.17
C8 -1.80 -3.64 2.86
C9 -2.16 -2.33 3.15
C10 -3.19 -1.86 4.12
N5 -2.51 0.40 1.18
N6 -2.14 -0.03 -0.07
C11 -3.20 0.09 -0.87
C12 -3.12 -0.29 -2.31
C13 -4.28 0.60 -0.14
C14 -3.81 0.77 1.16
C15 -4.61 1.29 2.30
H1 2.11 1.12 6.43
H2 2.70 0.35 4.95
H3 2.61 2.12 5.06
H4 -0.52 2.19 6.37
H5 -3.04 2.05 5.79
H6 -3.12 2.71 4.17
H7 -3.59 1.03 4.46
H8 -0.40 0.21 1.47
H9 0.47 -4.25 0.31
H10 0.63 -5.10 1.86
H11 -0.75 -5.42 0.81
H12 -2.20 -4.53 3.31
H13 -3.44 -2.66 4.81
H14 -2.82 -1.01 4.69
H15 -4.10 -1.57 3.60
H16 -2.16 -0.75 -2.51
H17 -3.91 -1.00 -2.56
H18 -3.24 0.58 -2.95
H19 -5.27 0.81 -0.49
H20 -5.64 1.41 1.98
H21 -4.59 0.62 3.15
H22 -4.24 2.27 2.62
O1 0.04 -4.16 -2.53
C16 0.36 -3.00 -2.46
O2 0.92 -2.42 -1.42
C17 0.13 -2.01 -3.62
P1 0.83 -0.43 -2.97
C18 0.28 0.90 -4.11
C19 -0.80 0.79 -4.98
C20 -1.22 1.90 -5.71
C21 -0.56 3.12 -5.58
C22 0.52 3.23 -4.71
C23 0.93 2.13 -3.98
C24 2.58 -0.67 -3.49
C25 2.97 -0.40 -4.80
C26 4.25 -0.70 -5.23
C27 5.16 -1.28 -4.36
C28 4.79 -1.53 -3.05
C29 3.51 -1.23 -2.61
H23 -0.93 -1.97 -3.85
H24 0.65 -2.34 -4.52
H25 -1.31 -0.15 -5.11
H26 -2.05 1.81 -6.39
H27 -0.89 3.97 -6.15
H28 1.04 4.17 -4.62
H29 1.79 2.20 -3.32
H30 2.26 0.05 -5.49
H31 4.53 -0.49 -6.26
H32 6.15 -1.53 -4.70
H33 5.49 -1.98 -2.36
H34 3.22 -1.44 -1.59
N7 2.14 -0.91 1.61
C30 3.35 -0.15 1.26
C31 3.00 0.95 0.26
C32 2.19 2.10 0.86
C33 1.35 2.80 -0.20
N8 0.21 1.94 -0.59
H35 1.64 -0.45 2.39
H36 2.40 -1.83 1.96
H37 4.08 -0.83 0.81
H38 3.82 0.30 2.14
H39 2.43 0.49 -0.56
H40 3.92 1.34 -0.17
H41 2.87 2.83 1.32
H42 1.53 1.74 1.65
H43 1.97 2.99 -1.08
H44 1.01 3.77 0.17
H45 -0.07 2.17 -1.54
H46 -0.59 2.18 -0.01

Results
2S+1: 4
Calculated total energy (eV): -76226.4577
HOMO-LUMO gap (spin up / spin down) (eV): 9.21 / 9.33
LUMO (spin up / spin down) (eV): -2.0 / -1.9
⟨S²⟩: 3.75
Maximum force (eV/Å): 1.6
Total charge: +1
ΔE to the lowest compared entry with this formula, charge and spin (kcal per mole): 26.3


Entry 3:
C2H2N2O2S | ωB97M-V/def2-TZVPD

Positions of all 9 atoms, in Å:
C1 0.31 -0.66 0.72
C2 0.09 0.51 -0.95
H1 -1.11 -0.71 2.50
H2 -1.08 1.78 -1.65
N1 1.36 -0.96 0.01
N2 -0.54 0.27 0.16
O1 1.21 -0.16 -1.13
O2 -0.25 1.35 -1.92
S1 0.01 -1.41 2.27

Results
Calculated total energy (eV): -20015.6398
HOMO-LUMO gap (eV): 10.00
LUMO (eV): 0.5
Maximum force (eV/Å): 0.5
ΔE to the lowest compared entry with this formula, charge and spin (kcal per mole): 16.4


Entry 4:
C19H42CeNO2P3S | ωB97M-V/def2-TZVPD

Positions of all 69 atoms, in Å:
Ce1 1.12 -0.77 -0.22
P1 -0.41 1.72 0.86
P2 -3.11 -1.63 -1.58
P3 2.95 1.31 -0.45
H1 1.46 -1.65 -5.40
C1 2.43 -2.11 -5.23
C2 2.63 -3.17 -4.45
H2 1.86 -3.90 -4.07
C3 -0.93 3.12 -0.18
C4 -1.94 1.55 1.85
C5 0.64 2.66 2.02
C6 -4.36 -2.56 -2.49
C7 -3.63 -1.68 0.13
C8 -2.98 0.07 -2.06
C9 4.02 0.34 -1.61
C10 3.97 1.50 1.07
C11 2.74 2.94 -1.19
H3 3.22 -1.73 -5.88
H4 3.69 -3.48 -4.36
H5 -1.32 3.90 0.49
H6 -1.72 2.84 -0.87
H7 -0.11 3.55 -0.76
H8 -2.08 2.43 2.49
H9 -1.87 0.66 2.49
H10 -2.82 1.43 1.20
H11 0.01 3.26 2.68
H12 1.35 3.31 1.50
H13 1.23 1.97 2.64
H14 -5.35 -2.57 -1.99
H15 -3.97 -3.60 -2.45
H16 -4.43 -2.23 -3.54
H17 -4.72 -1.75 0.19
H18 -3.36 -0.78 0.72
H19 -3.21 -2.58 0.61
H20 -3.96 0.41 -2.45
H21 -2.24 0.25 -2.85
H22 -2.77 0.72 -1.19
H23 4.87 0.94 -1.97
H24 3.44 0.03 -2.50
H25 4.45 -0.57 -1.14
H26 4.91 2.04 0.86
H27 4.23 0.53 1.51
H28 3.42 2.07 1.84
H29 3.69 3.33 -1.58
H30 2.33 3.67 -0.48
H31 2.04 2.85 -2.03
C12 0.00 -1.61 -3.49
C13 0.39 -0.29 -3.81
C14 -0.41 0.44 -4.70
C15 -1.36 -0.21 -5.49
C16 -1.56 -1.59 -5.35
C17 -0.81 -2.32 -4.41
S1 0.61 -2.64 -2.19
H32 -2.01 -2.46 -1.95
H33 1.34 0.06 -3.42
H34 -0.25 1.51 -4.74
H35 -2.00 0.40 -6.14
H36 -2.34 -2.14 -5.90
H37 -0.79 -3.41 -4.31
N1 0.80 -0.46 4.84
C18 -0.06 -1.35 3.91
C19 0.55 -1.33 2.50
O1 -0.09 -1.85 1.50
O2 1.62 -0.64 2.29
H38 1.84 -0.62 4.80
H39 0.47 -0.60 5.79
H40 0.61 0.56 4.67
H41 -0.12 -2.37 4.34
H42 -1.08 -0.93 3.90

Results
2S+1: 2
Calculated total energy (eV): -77575.6071
HOMO-LUMO gap (spin up / spin down) (eV): 6.51 / 6.60
LUMO (spin up / spin down) (eV): -8.6 / -8.5
⟨S²⟩: 0.75
Maximum force (eV/Å): 2.2
Total charge: +3
ΔE to the lowest compared entry with this formula, charge and spin (kcal per mole): 0.0


Entry 5:
C5H6N2 | ωB97M-V/def2-TZVPD

Positions of all 13 atoms, in Å:
C1 0.14 1.40 -0.65
C2 0.13 -0.12 -0.21
C3 -0.51 -0.52 1.34
C4 1.51 -0.91 -0.43
C5 -1.07 -0.78 -0.76
H1 0.33 1.30 -1.88
H2 -0.58 2.21 -0.33
H3 1.26 1.84 -0.30
H4 -1.62 -0.23 1.24
H5 0.21 0.08 1.96
H6 -0.27 -1.57 1.66
N1 2.59 -1.32 -0.57
N2 -2.13 -1.38 -1.07

Results
Calculated total energy (eV): -8258.5565
HOMO-LUMO gap (eV): 11.35
LUMO (eV): 0.4
Structure (SMILES): CC(C)(C#N)C#N
Maximum force (eV/Å): 9.4
ΔE to the lowest compared entry with this formula, charge and spin (kcal per mole): 87.7


Entry 6:
C31H33Cl2N9SY | ωB97M-V/def2-TZVPD

Positions of all 77 atoms, in Å:
Y1 0.23 -0.05 0.04
C1 4.20 0.37 4.39
C2 3.36 -0.86 4.71
N1 2.80 -1.51 3.53
C3 1.77 -1.02 2.82
S1 1.04 -2.10 1.67
N2 1.36 0.20 3.11
N3 0.33 0.66 2.34
C4 -0.41 1.58 2.84
C5 -0.20 2.16 4.20
C6 -1.56 2.02 2.01
C7 -2.48 2.96 2.46
C8 -3.57 3.28 1.67
C9 -3.72 2.66 0.44
C10 -2.76 1.75 0.05
N4 -1.71 1.43 0.81
H1 4.68 0.73 5.30
H2 3.57 1.17 3.99
H3 4.97 0.13 3.66
H4 2.56 -0.61 5.40
H5 4.00 -1.61 5.19
H6 2.96 -2.50 3.41
H7 0.76 1.84 4.58
H8 -0.97 1.80 4.89
H9 -0.25 3.25 4.18
H10 -2.34 3.43 3.43
H11 -4.29 4.01 2.02
H12 -4.56 2.88 -0.20
H13 -2.83 1.24 -0.91
C11 -1.50 4.27 -5.82
C12 -1.08 3.17 -4.87
C13 -1.36 1.83 -5.14
C14 -1.01 0.84 -4.25
C15 -0.33 1.10 -3.04
N5 -0.02 0.05 -2.17
C16 0.12 -1.21 -2.79
C17 1.02 -1.40 -3.85
C18 1.24 -2.63 -4.42
C19 0.58 -3.77 -3.95
C20 0.86 -5.14 -4.50
C21 -0.33 -3.60 -2.92
C22 -0.59 -2.34 -2.38
N6 -1.65 -2.25 -1.42
C23 -2.83 -2.90 -1.48
C24 -3.56 -2.54 -0.37
C25 -2.74 -1.64 0.32
N7 -1.59 -1.46 -0.33
C26 -0.04 2.45 -2.79
C27 -0.44 3.45 -3.68
N8 0.71 2.89 -1.65
C28 1.43 4.04 -1.58
C29 1.98 4.12 -0.32
C30 1.57 2.96 0.32
N9 0.81 2.22 -0.49
H14 -1.28 3.99 -6.85
H15 -0.97 5.20 -5.60
H16 -2.57 4.47 -5.75
H17 -1.87 1.57 -6.06
H18 -1.28 -0.18 -4.48
H19 1.56 -0.53 -4.20
H20 1.95 -2.72 -5.23
H21 1.43 -5.08 -5.43
H22 -0.06 -5.68 -4.71
H23 1.45 -5.73 -3.80
H24 -0.86 -4.46 -2.53
H25 -3.06 -3.56 -2.30
H26 -4.55 -2.87 -0.10
H27 -2.93 -1.13 1.25
H28 -0.26 4.49 -3.43
H29 1.51 4.71 -2.41
H30 2.61 4.91 0.06
H31 1.80 2.61 1.31
Cl1 3.20 0.37 -0.29
C31 3.84 -1.11 -1.06
Cl2 2.56 -2.31 -1.19
H32 4.63 -1.50 -0.43
H33 4.18 -0.85 -2.04

Results
Calculated total energy (eV): -83015.9639
HOMO-LUMO gap (eV): 6.78
LUMO (eV): -2.9
Maximum force (eV/Å): 0.8
Total charge: +1
ΔE to the lowest compared entry with this formula, charge and spin (kcal per mole): 5.7


Entry 7:
C16H29AgN11O2PSi | ωB97M-V/def2-TZVPD

Positions of all 61 atoms, in Å:
Ag1 1.13 -0.57 -1.32
C1 -1.78 2.06 2.74
N1 -1.30 1.89 1.39
C2 -2.01 2.15 0.25
C3 -1.20 1.82 -0.80
N2 0.00 1.37 -0.32
C4 -0.08 1.41 0.99
P1 1.18 0.77 2.15
C5 1.04 -1.02 1.83
N3 1.43 -1.67 0.75
C6 1.06 -2.97 0.93
C7 0.43 -3.11 2.14
N4 0.42 -1.86 2.70
C8 -0.21 -1.53 3.97
C9 2.70 1.19 1.24
N5 3.11 0.70 0.09
C10 4.32 1.28 -0.16
C11 4.64 2.15 0.85
N6 3.62 2.08 1.75
C12 3.50 2.86 2.97
H1 -2.62 2.76 2.73
H2 -1.00 2.47 3.38
H3 -2.12 1.12 3.16
H4 -3.02 2.52 0.28
H5 -1.41 1.83 -1.85
H6 1.23 -3.72 0.18
H7 -0.02 -3.96 2.62
H8 -0.40 -2.45 4.52
H9 -1.17 -1.03 3.80
H10 0.44 -0.88 4.56
H11 4.90 1.04 -1.04
H12 5.50 2.78 1.02
H13 4.45 3.37 3.14
H14 3.30 2.21 3.82
H15 2.71 3.60 2.90
N7 2.17 1.52 -2.85
N8 1.11 1.74 -3.73
C13 0.38 0.69 -4.20
N9 -0.60 1.03 -5.06
N10 0.68 -0.52 -3.75
N11 0.03 -1.64 -4.19
O1 -0.90 -1.50 -4.93
O2 -1.05 -1.36 -1.51
H16 2.12 2.14 -2.05
H17 3.07 1.54 -3.31
H18 1.09 2.60 -4.26
H19 -0.67 1.96 -5.41
H20 -1.11 0.24 -5.43
C14 -3.92 -1.52 -1.80
Si1 -2.35 -1.96 -0.85
C15 -2.36 -3.84 -0.71
C16 -2.63 -1.30 0.93
H21 -4.80 -2.05 -1.42
H22 -3.80 -1.79 -2.85
H23 -4.13 -0.45 -1.75
H24 -3.29 -4.21 -0.27
H25 -1.53 -4.21 -0.11
H26 -2.27 -4.28 -1.71
H27 -3.69 -1.10 1.15
H28 -2.07 -0.36 1.04
H29 -2.26 -2.00 1.68

Results
Calculated total energy (eV): -58712.8142
HOMO-LUMO gap (eV): 7.25
LUMO (eV): 0.4
Maximum force (eV/Å): 1.0
ΔE to the lowest compared entry with this formula, charge and spin (kcal per mole): 0.0


Entry 8:
C10H5F7N2O6Os | ωB97M-V/def2-TZVPD

Positions of all 31 atoms, in Å:
Os1 -0.85 1.71 -1.20
O1 -1.96 0.04 2.36
C1 -1.33 0.17 1.32
O2 -1.69 1.20 0.51
C2 -0.23 -0.80 1.02
C3 0.05 -1.82 1.95
C4 1.08 -2.76 1.73
C5 1.82 -2.68 0.54
C6 1.57 -1.67 -0.41
C7 0.54 -0.75 -0.16
N1 2.34 -1.60 -1.61
O3 2.12 -0.75 -2.42
O4 3.21 -2.39 -1.82
N2 1.35 -3.78 2.69
O5 2.22 -4.58 2.50
O6 0.71 -3.85 3.70
H1 -0.52 -1.88 2.87
H2 2.61 -3.39 0.36
H3 0.35 0.00 -0.89
F1 0.10 -0.50 -2.65
C8 -0.97 -0.31 -1.86
F2 -2.22 -0.46 -2.33
H4 -0.84 -0.80 -0.88
F3 0.34 4.35 -1.17
C9 -0.72 3.73 -0.55
F4 -0.52 3.75 0.82
C10 -2.02 4.45 -0.89
F5 -2.21 4.42 -2.26
F6 -1.95 5.76 -0.47
F7 -3.08 3.82 -0.27
H5 0.71 1.39 -0.53

Results
2S+1: 5
Calculated total energy (eV): -47187.5326
HOMO-LUMO gap (spin up / spin down) (eV): 6.43 / 5.56
LUMO (spin up / spin down) (eV): -1.9 / -4.4
⟨S²⟩: 6.04
Maximum force (eV/Å): 10.4
ΔE to the lowest compared entry with this formula, charge and spin (kcal per mole): 114.1


Entry 9:
C7H7AsBF2O3PtS5 | ωB97M-V/def2-TZVPD

Positions of all 27 atoms, in Å:
Pt1 0.94 -0.70 -2.58
S1 1.12 -2.28 -6.75
As1 -0.41 -2.00 -5.40
S2 0.60 -2.83 -3.31
S3 -0.34 -0.05 -4.32
S4 -2.30 -2.78 -5.67
C1 -1.68 1.44 4.10
C2 -0.72 1.22 2.96
C3 -0.86 0.12 2.12
C4 0.02 -0.08 1.06
C5 1.04 0.83 0.85
C6 1.21 1.92 1.68
C7 0.32 2.11 2.73
S5 2.15 0.62 -0.52
O1 1.44 1.19 -1.72
O2 2.23 -0.84 -0.79
O3 3.37 1.28 -0.18
H1 -2.35 0.59 4.22
H2 -2.29 2.33 3.92
H3 -1.15 1.59 5.04
H4 -1.66 -0.59 2.29
H5 -0.09 -0.95 0.42
H6 2.02 2.61 1.51
H7 0.45 2.97 3.39
F1 -1.94 -2.20 -2.26
B1 -0.70 -2.57 -2.02
F2 -0.43 -2.97 -0.77

Results
Calculated total energy (eV): -137896.5708
HOMO-LUMO gap (eV): 7.36
LUMO (eV): 2.3
Maximum force (eV/Å): 0.1
Total charge: -1
ΔE to the lowest compared entry with this formula, charge and spin (kcal per mole): 0.0


Q: What is the maximum force in the fifth record?
A: 9.4 eV/Å


Q: Look up the maximum force of the first one.
A: 0.6 eV/Å


Q: The highest maximum force belongs to which entry?
A: C10H5F7N2O6Os


Q: ΔE to the lowest compared entry with this formula, charge and spin of number 5 (C5H6N2)?
A: 87.7 kcal per mole